1.
10
Properties=species:S:1:pos:R:3:nbo_charge:R:1 method="wB97M-V/def2-TZVPD" gap_ha=0.321 spin_multiplicity=1 lumo_ev=-1.02
C -0.896 0.924 0.895 -0.62
C -0.536 1.610 1.929 0.29
C -0.083 0.100 0.026 0.07
C -0.251 -0.276 -1.274 -0.10
N 0.727 -1.161 -1.589 -0.23
N 1.491 -1.341 -0.566 -0.04
N 1.020 -0.579 0.429 -0.33
H -1.937 1.205 0.706 0.31
H -1.009 0.036 -1.974 0.22
H 1.491 -0.569 1.325 0.42

2.
10
Properties=species:S:1:pos:R:3:nbo_charge:R:1 method="wB97M-V/def2-TZVPD" gap_ha=0.422 spin_multiplicity=1 lumo_ev=0.46 smiles=N#CC1(C#N)CN1
C 1.286 1.082 -0.006 0.28
C 0.802 -1.319 -0.016 0.25
C -1.022 0.350 0.423 -0.17
C 0.311 -0.021 -0.185 -0.14
N 1.991 1.946 0.226 -0.27
N 1.262 -2.368 0.152 -0.24
N -0.831 0.299 -1.023 -0.49
H -1.541 -0.521 0.769 0.20
H -1.080 1.159 1.013 0.22
H -1.179 -0.609 -1.352 0.37

Stability ranking, top and bottom: 2 is the most stable and 1 is the least stable.

1.
10
Properties=species:S:1:pos:R:3:nbo_charge:R:1 method="wB97M-V/def2-TZVPD" gap_ha=0.331 spin_multiplicity=1 lumo_ev=-0.30 smiles="C#C/N=C(/N)C#N"
N -0.696 1.964 -0.086 -0.79
C -0.066 0.793 -0.230 0.47
N 0.932 0.327 0.455 -0.49
H -0.240 2.671 0.481 0.43
H -1.456 2.189 -0.714 0.42
C -0.837 -0.614 -0.716 0.15
C 0.919 -1.023 0.357 0.06
C 1.227 -2.130 0.817 -0.18
N -1.629 -1.190 -1.346 -0.31
H 1.846 -2.986 0.981 0.24

2.
10
Properties=species:S:1:pos:R:3:nbo_charge:R:1 method="wB97M-V/def2-TZVPD" gap_ha="0.241 / 0.257" spin_multiplicity=1 lumo_ev="-3.87 / -3.22"
C 1.524 1.184 2.548 0.41
C -0.360 -0.777 -1.371 -0.29
C -1.411 -0.717 -0.436 -0.08
C 0.533 0.211 -0.952 -0.10
N 1.939 1.268 3.603 -0.45
N -1.101 0.236 0.435 -0.09
N -0.026 0.809 0.098 -0.08
H -0.258 -1.448 -2.201 0.23
H -2.305 -1.299 -0.353 0.22
H 1.465 0.532 -1.370 0.23

3.
10
Properties=species:S:1:pos:R:3:nbo_charge:R:1 method="wB97M-V/def2-TZVPD" gap_ha=0.358 spin_multiplicity=1 lumo_ev=0.44
N 2.829 -0.039 0.135 -0.31
C 1.719 0.322 0.058 0.40
C 0.840 -1.900 0.099 0.33
N -0.300 -1.593 0.151 -0.56
C -1.306 -0.666 0.037 -0.12
C -0.881 0.594 -0.081 0.02
N 0.497 0.979 -0.066 -0.65
H -2.318 -1.058 0.032 0.24
H -1.637 1.381 -0.204 0.23
H 0.604 1.979 -0.157 0.43

4.
10
Properties=species:S:1:pos:R:3:nbo_charge:R:1 method="wB97M-V/def2-TZVPD" gap_ha=0.436 spin_multiplicity=1 lumo_ev=0.53 smiles=N#CC1(C#N)CN1
C -0.698 -1.352 0.555 0.27
C -0.824 0.960 1.054 0.26
C 1.102 -0.052 -0.501 -0.19
C -0.202 -0.063 0.293 -0.16
N -0.973 -2.456 0.716 -0.26
N -1.425 1.801 1.486 -0.24
N -0.149 0.090 -1.236 -0.47
H 1.700 0.835 -0.329 0.21
H 1.774 -0.842 -0.708 0.23
H -0.305 1.078 -1.330 0.36

Stability ranking, top and bottom: 4 is the most stable and 2 is the least stable.

1.
10
Properties=species:S:1:pos:R:3:nbo_charge:R:1 method="wB97M-V/def2-TZVPD" gap_ha=0.328 spin_multiplicity=1 lumo_ev=-0.37
N 2.791 0.259 0.382 -0.33
C 1.659 0.110 0.107 0.30
C 0.845 -1.598 -0.160 0.34
N -0.318 -1.621 0.079 -0.46
C -1.345 -0.695 0.102 -0.15
C -0.879 0.550 -0.081 0.02
N 0.474 0.807 -0.308 -0.62
H -2.363 -1.024 0.255 0.24
H -1.540 1.414 -0.070 0.23
H 0.716 1.785 -0.307 0.42

2.
10
Properties=species:S:1:pos:R:3:nbo_charge:R:1 method="wB97M-V/def2-TZVPD" gap_ha=0.356 spin_multiplicity=1 lumo_ev=0.06 smiles=N#Cc1ncc[nH]1
C -2.271 -0.037 0.142 0.21
C -0.747 -0.205 0.023 0.26
C 1.218 -0.890 0.034 -0.10
C 1.395 0.421 0.013 -0.09
H 1.950 -1.755 0.101 0.23
H 2.379 0.983 -0.360 0.25
H -0.476 1.993 0.368 0.46
N -3.482 -0.214 -0.122 -0.25
N -0.079 -1.303 -0.083 -0.40
N 0.113 1.007 -0.115 -0.57

Stability ranking, top and bottom: 2 is the most stable and 1 is the least stable.

1.
60
Properties=species:S:1:pos:R:3:nbo_charge:R:1 method="wB97M-V/def2-TZVPD" gap_ha=0.337 spin_multiplicity=1 lumo_ev=0.53 smiles="CC(C)Cn1[nH]c(CC(=O)N2CC(CN(C)C(=O)CC(=O)NC3CC3)C2)cc1=O"
C -7.000 3.761 -0.696 -0.62
C -6.356 2.425 -1.054 -0.22
C -7.379 1.298 -0.931 -0.61
C -5.093 2.123 -0.241 -0.22
N -5.257 2.050 1.193 -0.27
N -5.501 3.182 1.970 -0.40
C -5.782 2.719 3.246 0.23
C -6.045 3.695 4.354 -0.55
C -7.094 3.072 5.266 0.70
O -6.783 2.449 6.264 -0.61
N -8.375 3.188 4.847 -0.44
C -8.900 3.475 3.499 -0.19
C -9.908 2.317 3.671 -0.24
C -9.611 1.073 2.837 -0.21
N -10.414 0.903 1.623 -0.42
C -10.810 -0.467 1.333 -0.41
C -10.448 1.906 0.715 0.71
O -9.928 2.991 0.971 -0.68
C -11.155 1.620 -0.598 -0.60
C -11.283 2.701 -1.672 0.68
O -11.898 2.428 -2.687 -0.63
N -10.701 3.895 -1.449 -0.63
C -10.837 4.961 -2.394 -0.06
C -9.805 6.042 -2.358 -0.43
C -9.840 5.069 -3.507 -0.41
C -9.409 2.188 5.135 -0.20
C -5.870 1.376 3.249 -0.41
C -5.563 0.901 1.903 0.61
O -5.585 -0.220 1.420 -0.65
H -7.440 3.730 0.301 0.22
H -6.279 4.583 -0.733 0.20
H -7.802 3.983 -1.401 0.21
H -6.017 2.472 -2.095 0.20
H -7.727 1.214 0.102 0.20
H -8.245 1.505 -1.564 0.20
H -6.956 0.334 -1.214 0.22
H -4.694 1.149 -0.525 0.24
H -4.326 2.874 -0.457 0.19
H -4.781 3.892 1.888 0.39
H -5.150 3.865 4.951 0.26
H -6.384 4.643 3.934 0.23
H -9.355 4.463 3.428 0.20
H -8.189 3.344 2.687 0.21
H -10.953 2.604 3.572 0.22
H -8.544 1.047 2.585 0.21
H -9.811 0.191 3.447 0.21
H -11.543 -0.507 0.535 0.22
H -9.947 -1.076 1.048 0.21
H -11.262 -0.904 2.222 0.21
H -10.659 0.780 -1.089 0.26
H -12.175 1.284 -0.402 0.25
H -10.290 4.041 -0.534 0.44
H -11.859 5.234 -2.622 0.21
H -10.132 7.057 -2.532 0.22
H -9.003 5.942 -1.638 0.22
H -9.073 4.306 -3.540 0.22
H -10.189 5.414 -4.469 0.22
H -8.985 1.222 5.421 0.21
H -10.119 2.508 5.897 0.20
H -6.142 0.747 4.080 0.25

2.
60
Properties=species:S:1:pos:R:3:nbo_charge:R:1 method="wB97M-V/def2-TZVPD" gap_ha=0.331 spin_multiplicity=1 lumo_ev=0.38 smiles="CC(C)Cn1[nH]c(CC(=O)N2CC(CN(C)C(=O)CC(=O)NC3CC3)C2)cc1=O"
C -3.777 -0.923 -0.139 -0.60
C -2.595 -0.729 0.803 -0.25
C -2.264 -2.011 1.561 -0.61
C -2.873 0.450 1.744 -0.22
N -1.685 1.165 2.179 -0.27
N -0.833 0.548 3.106 -0.42
C 0.423 1.107 2.907 0.23
C 1.523 0.738 3.854 -0.54
C 2.892 1.045 3.268 0.69
O 3.562 2.002 3.610 -0.61
N 3.299 0.172 2.328 -0.43
C 2.660 -0.935 1.612 -0.21
C 3.775 -0.810 0.543 -0.24
C 3.290 -0.201 -0.761 -0.21
N 2.350 -1.041 -1.492 -0.44
C 2.931 -2.102 -2.293 -0.41
C 1.035 -0.680 -1.511 0.70
O 0.617 0.192 -0.759 -0.66
C 0.128 -1.402 -2.484 -0.60
C -1.146 -0.713 -2.983 0.68
O -1.739 -1.253 -3.904 -0.64
N -1.558 0.427 -2.404 -0.63
C -2.715 1.097 -2.920 -0.06
C -2.848 2.558 -2.644 -0.42
C -2.543 2.081 -4.039 -0.42
C 4.463 0.241 1.455 -0.19
C 0.430 1.882 1.810 -0.37
C -0.920 1.876 1.260 0.63
O -1.373 2.330 0.221 -0.66
H -4.685 -1.173 0.419 0.20
H -3.968 -0.014 -0.710 0.22
H -3.588 -1.734 -0.844 0.22
H -1.731 -0.445 0.195 0.22
H -3.114 -2.324 2.174 0.20
H -2.041 -2.824 0.866 0.21
H -1.404 -1.877 2.218 0.21
H -3.475 1.197 1.226 0.24
H -3.430 0.129 2.628 0.20
H -1.191 0.611 4.054 0.38
H 1.431 1.290 4.789 0.25
H 1.445 -0.329 4.079 0.23
H 2.673 -1.871 2.176 0.19
H 1.653 -0.722 1.252 0.23
H 4.353 -1.718 0.378 0.21
H 2.788 0.742 -0.547 0.24
H 4.143 0.009 -1.415 0.20
H 2.189 -2.850 -2.556 0.22
H 3.387 -1.715 -3.209 0.20
H 3.705 -2.604 -1.712 0.20
H 0.663 -1.663 -3.395 0.25
H -0.185 -2.350 -2.038 0.26
H -1.048 0.814 -1.617 0.46
H -3.609 0.488 -2.938 0.21
H -3.838 2.938 -2.436 0.21
H -2.057 3.019 -2.071 0.24
H -1.536 2.223 -4.407 0.21
H -3.319 2.130 -4.790 0.21
H 4.625 1.225 1.011 0.21
H 5.383 -0.089 1.940 0.20
H 1.271 2.374 1.353 0.24

Stability ranking, top and bottom: 2 is the most stable and 1 is the least stable.